[1]
Molecular formula: C4H9NO
Method: DFT, ωB97M-V with the def2-TZVPD basis set

Output
- lowest unoccupied orbital energy (eV) = 1.1
- energy above the lowest of the compared OMol25 structures with the same formula, charge and spin (kJ/mol) = 261.8
- HOMO-LUMO gap (eV) = 9.8
- calculated total energy (hartree) = -287.732744

The geometry in ORCA input format:
```
! wB97M-V def2-TZVPD RIJCOSX def2/J DEFGRID3
* xyz 0 1
C 2.04865 0.57095 -0.18916
C 1.48169 -0.68900 -0.78308
C 0.71349 -1.54564 -0.11013
C -1.61084 0.43055 0.70305
O -1.52693 0.58210 -0.62894
N -2.85950 0.73568 1.05554
H 1.96591 1.41712 -0.88086
H 3.11498 0.44322 0.03432
H 1.52892 0.82984 0.73933
H -0.63976 0.27089 -0.87264
H 1.74240 -0.90670 -1.81967
H 0.32827 -2.45345 -0.56759
H 0.41058 -1.34043 0.91379
H -3.57568 0.99797 0.38289
H -3.12218 0.65691 2.02316
*
```


[2]
Molecular formula: C4H9NO
Method: DFT, ωB97M-V with the def2-TZVPD basis set

Output
- SMILES = CN(C)CC=O
- lowest unoccupied orbital energy (eV) = 1.0
- energy above the lowest of the compared OMol25 structures with the same formula, charge and spin (kJ/mol) = 162.6
- HOMO-LUMO gap (eV) = 10.1
- calculated total energy (hartree) = -287.770526

The geometry in ORCA input format:
```
! wB97M-V def2-TZVPD RIJCOSX def2/J DEFGRID3
* xyz 0 1
C -1.05322 -0.89647 0.42251
N -0.26107 0.31451 0.30989
C -1.02247 1.40105 -0.27772
C 0.95860 0.03975 -0.41945
C 1.95577 -0.72558 0.42660
O 2.98443 -1.17697 -0.00925
H -1.27293 -1.34045 -0.56589
H -1.99640 -0.68188 0.93087
H -0.51670 -1.64575 1.01450
H -1.92248 1.57647 0.32059
H -0.42651 2.31947 -0.26635
H -1.33544 1.20217 -1.31924
H 1.44301 0.97786 -0.71660
H 0.78919 -0.53878 -1.34818
H 1.67622 -0.82540 1.49774
*
```


[3]
Molecular formula: C4H9NO
Method: DFT, ωB97M-V with the def2-TZVPD basis set

Output
- SMILES = CCN(C)C=O
- lowest unoccupied orbital energy (eV) = 0.9
- energy above the lowest of the compared OMol25 structures with the same formula, charge and spin (kJ/mol) = 132.4
- HOMO-LUMO gap (eV) = 10.2
- calculated total energy (hartree) = -287.782027

The geometry in ORCA input format:
```
! wB97M-V def2-TZVPD RIJCOSX def2/J DEFGRID3
* xyz 0 1
C -0.40300 -1.25280 1.16923
C 0.80604 -0.55238 0.54725
N 0.35009 0.32711 -0.48011
C -0.40373 1.56164 -0.08311
C 0.29630 0.03150 -1.83131
O 0.82935 -0.90068 -2.47053
H -0.93375 -1.77422 0.37149
H -0.02961 -2.01995 1.94218
H -1.02708 -0.51809 1.63802
H 1.29986 0.06475 1.29236
H 1.43104 -1.34648 0.17529
H -1.36778 1.47034 -0.45084
H -0.48488 1.50450 0.98165
H -0.03028 2.61369 -0.41294
H -0.33258 0.79105 -2.38861
*
```


[4]
Molecular formula: C4H9NO
Method: DFT, ωB97M-V with the def2-TZVPD basis set

Output
- SMILES = CCC/C=N/O
- lowest unoccupied orbital energy (eV) = 1.0
- energy above the lowest of the compared OMol25 structures with the same formula, charge and spin (kJ/mol) = 366.1
- HOMO-LUMO gap (eV) = 10.6
- calculated total energy (hartree) = -287.692993

The geometry in ORCA input format:
```
! wB97M-V def2-TZVPD RIJCOSX def2/J DEFGRID3
* xyz 0 1
C 0.99872 -1.34267 0.24554
C 1.22857 -0.04779 -0.46350
C 0.41733 1.17958 -0.00125
C -1.05322 0.80704 0.03609
N -1.55113 -0.26192 -0.50354
O -2.80596 -0.61984 -0.09160
H 0.28799 -1.91111 -0.44563
H 0.73620 -0.96582 1.28546
H 1.95100 -1.78832 0.32726
H 1.16191 -0.24016 -1.53619
H 2.34467 0.18122 -0.33238
H 0.36099 1.97523 -0.74744
H 0.73060 1.61235 0.98714
H -1.56743 1.42831 0.79474
H -3.24025 -0.00610 0.44531
*
```


[5]
Molecular formula: C4H9NO
Method: DFT, ωB97M-V with the def2-TZVPD basis set

Output
- SMILES = COC1CNC1
- lowest unoccupied orbital energy (eV) = 1.1
- energy above the lowest of the compared OMol25 structures with the same formula, charge and spin (kJ/mol) = 468.7
- HOMO-LUMO gap (eV) = 9.9
- calculated total energy (hartree) = -287.653935

The geometry in ORCA input format:
```
! wB97M-V def2-TZVPD RIJCOSX def2/J DEFGRID3
* xyz 0 1
C 2.06557 -0.25637 0.42007
O 0.96042 -0.95694 0.94893
C -0.40641 -0.46313 0.49143
C -1.17100 0.90782 0.62925
N -1.71900 0.68183 -0.72389
C -0.62366 -0.36913 -1.07965
H 2.12706 0.67904 0.81216
H 1.97734 -0.14023 -0.66320
H 2.93013 -0.78537 0.82243
H -0.82155 -1.52236 0.93451
H -1.91965 0.64830 1.37831
H -0.46303 1.69509 0.87526
H -2.16188 1.36113 -1.37759
H 0.13195 -0.04007 -1.99617
H -0.90628 -1.43960 -1.47186
*
```


[6]
Molecular formula: C4H9NO
Method: DFT, ωB97M-V with the def2-TZVPD basis set

Output
- SMILES = CCCNC=O
- lowest unoccupied orbital energy (eV) = 0.8
- energy above the lowest of the compared OMol25 structures with the same formula, charge and spin (kJ/mol) = 45.3
- HOMO-LUMO gap (eV) = 10.7
- calculated total energy (hartree) = -287.815180

The geometry in ORCA input format:
```
! wB97M-V def2-TZVPD RIJCOSX def2/J DEFGRID3
* xyz 0 1
C -1.68922 0.59322 0.31930
C -0.95606 -0.41067 -0.56263
C 0.27345 -1.02148 0.11478
N 1.27886 -0.04116 0.51424
C 2.05459 0.67838 -0.33454
O 2.03562 0.63587 -1.54762
H -2.55228 1.02372 -0.19862
H -2.05400 0.12239 1.24061
H -1.02386 1.41578 0.60064
H -0.63316 0.06172 -1.49576
H -1.63317 -1.22986 -0.83909
H 0.73678 -1.75155 -0.55786
H -0.03094 -1.56326 1.01890
H 1.45522 0.14919 1.48640
H 2.73817 1.33773 0.24126
*
```


[7]
Molecular formula: C4H9NO
Method: DFT, ωB97M-V with the def2-TZVPD basis set

Output
- SMILES = CCC(=O)NC
- lowest unoccupied orbital energy (eV) = 0.9
- energy above the lowest of the compared OMol25 structures with the same formula, charge and spin (kJ/mol) = 135.5
- HOMO-LUMO gap (eV) = 10.5
- calculated total energy (hartree) = -287.780843

The geometry in ORCA input format:
```
! wB97M-V def2-TZVPD RIJCOSX def2/J DEFGRID3
* xyz 0 1
C 1.87286 1.06227 -1.35700
C 0.38380 0.65113 -1.29711
C 0.00485 -0.21198 -0.01478
O 0.86404 -0.90014 0.58357
N -1.19392 0.04531 0.58415
C -1.84078 -0.81109 1.59291
H 2.27809 1.39363 -0.41483
H 1.87560 1.85218 -2.21432
H 2.51102 0.29363 -1.74727
H -0.07760 1.67928 -1.28637
H 0.10193 0.18421 -2.35521
H -1.80306 0.78732 0.27771
H -2.86464 -0.94153 1.46559
H -1.49417 -1.90068 1.34323
H -1.60642 -0.60612 2.62981
*
```


[8]
Molecular formula: C4H9NO
Method: DFT, ωB97M-V with the def2-TZVPD basis set

Output
- SMILES = C=CO.C=NC
- lowest unoccupied orbital energy (eV) = 1.0
- energy above the lowest of the compared OMol25 structures with the same formula, charge and spin (kJ/mol) = 402.4
- HOMO-LUMO gap (eV) = 10.2
- calculated total energy (hartree) = -287.679200

The geometry in ORCA input format:
```
! wB97M-V def2-TZVPD RIJCOSX def2/J DEFGRID3
* xyz 0 1
C -2.80642 -1.95712 0.88828
C -2.03970 -1.79399 -0.26771
O -0.76755 -1.37853 -0.16202
H -3.89490 -1.84417 0.99153
H -2.20158 -1.77715 1.87561
H -2.40278 -1.98130 -1.28244
H -0.64295 -0.52752 -0.44147
C 2.08376 2.51162 -0.97792
N 1.29799 1.86468 -0.21450
C 1.65153 0.57670 0.40597
H 1.87719 3.49188 -1.42987
H 3.05822 2.07879 -1.12442
H 2.53054 0.64769 1.12529
H 1.50748 -0.18857 -0.43833
H 0.74918 0.27698 1.05198
*
```


[9]
Molecular formula: C4H9NO
Method: DFT, ωB97M-V with the def2-TZVPD basis set

Output
- lowest unoccupied orbital energy (eV) = 0.7
- energy above the lowest of the compared OMol25 structures with the same formula, charge and spin (kJ/mol) = 399.8
- HOMO-LUMO gap (eV) = 7.6
- calculated total energy (hartree) = -287.680168

The geometry in ORCA input format:
```
! wB97M-V def2-TZVPD RIJCOSX def2/J DEFGRID3
* xyz 0 1
C -1.64357 -0.72427 -0.29108
C -0.45821 1.40921 -0.09257
O -0.43533 1.75017 1.07069
C -0.28019 -0.06681 -0.44913
C 2.05937 0.27940 -0.01548
N 0.79094 -0.47952 0.48260
H -2.00582 -0.56191 0.72807
H -2.32302 -0.19722 -0.97114
H -1.67358 -1.79007 -0.54248
H -0.79226 2.10191 -0.88752
H 0.53852 -0.08386 1.39104
H 0.13894 -0.17627 -1.44798
H 2.59270 0.54033 0.90978
H 2.65635 -0.50731 -0.50536
H 0.83515 -1.49377 0.62056
*
```


[10]
Molecular formula: C4H9NO
Method: DFT, ωB97M-V with the def2-TZVPD basis set

Output
- SMILES = CNCCC=O
- lowest unoccupied orbital energy (eV) = 0.9
- energy above the lowest of the compared OMol25 structures with the same formula, charge and spin (kJ/mol) = 194.6
- HOMO-LUMO gap (eV) = 10.4
- calculated total energy (hartree) = -287.758329

The geometry in ORCA input format:
```
! wB97M-V def2-TZVPD RIJCOSX def2/J DEFGRID3
* xyz 0 1
C -0.15807 2.82022 -0.70128
N 0.20157 1.44020 -1.03751
C -0.02862 0.51502 0.12260
C 0.00963 -0.98929 -0.40530
C -0.28467 -1.85085 0.80536
O 0.48675 -2.62384 1.38092
H -0.33253 3.42152 -1.59686
H 0.70645 3.22959 -0.12550
H -1.09967 2.76005 -0.02456
H -0.49026 1.15054 -1.70924
H 0.80884 0.63583 0.82648
H -1.01614 0.78783 0.65074
H -0.76246 -1.14609 -1.15172
H 1.04248 -1.11110 -0.79261
H -1.39128 -1.78941 1.21021
*
```